# 1
# C36H42BFeNO2S

C36H42BFeNO2S as an isolated structure (ωB97M-V with the def2-TZVPD basis set, the OMol25 dataset).

- electronic energy (eV) = -89488.5227
- HOMO energy (alpha / beta) (Eh) = -0.1587 / -0.2674
- 2S+1 = 5
- ⟨S²⟩ = 6.056
- relative energy (zero: lowest compared OMol25 entry of this formula, charge and spin) (eV) = 6.519
- Kohn-Sham gap (alpha / beta) (Ha) = 0.183 / 0.212

XYZ file:
```
84
Properties=species:S:1:pos:R:3:forces:R:3:mulliken_spin:R:1
C 3.44750 3.04290 0.00215 -0.022 0.229 0.001 -0.011
C 2.02526 2.67283 -0.08261 0.299 -0.361 -0.768 0.344
C 1.33876 2.21077 -1.19208 -1.525 -0.641 -0.590 -0.022
C 0.04318 1.76843 -0.89284 2.047 -0.130 -3.232 0.458
C -0.24407 1.68134 0.50886 -2.614 4.339 0.331 0.626
B 2.17855 -1.58939 3.41536 -1.592 0.338 -0.367 0.362
C -1.63984 2.04879 0.82585 1.302 -0.586 -0.484 -0.013
C -2.00050 3.01614 1.77286 -0.800 0.260 0.496 0.097
C -3.32650 3.21473 2.13197 0.123 -0.134 -0.274 0.011
C -4.36508 2.47378 1.51416 0.509 -0.004 0.094 0.115
N -5.66442 2.57825 1.91906 -0.607 0.091 0.085 0.066
C -6.68778 1.68170 1.41302 0.177 -0.029 -0.102 -0.003
C -6.05204 3.55268 2.91825 0.320 0.064 0.039 -0.004
C -4.00265 1.60247 0.46588 0.205 -0.293 -0.199 -0.050
C -2.67487 1.38876 0.13817 -0.652 0.138 0.063 0.135
O 3.32003 -0.87330 3.37558 0.230 -0.371 -0.093 0.008
C 4.33375 -1.78843 3.90940 -0.076 -0.036 -0.214 0.062
C 5.03085 -2.45576 2.73211 0.037 -0.177 -0.349 -0.010
C 5.31822 -0.94463 4.67168 0.322 0.004 0.477 0.000
C 3.46739 -2.77936 4.76359 0.078 0.387 0.802 0.021
C 3.91996 -4.20734 4.76672 0.216 -0.392 -0.132 0.000
C 3.29357 -2.31318 6.20823 -0.117 0.012 0.373 0.008
O 2.14201 -2.71846 4.15667 0.739 0.036 -0.124 -0.070
S 0.99064 2.73707 1.27898 0.240 0.360 0.949 0.182
H 3.87983 3.08165 -1.00121 0.060 0.019 0.167 0.000
H 3.51034 4.03034 0.46476 0.382 0.092 0.048 0.022
H 4.01441 2.33296 0.62055 -0.023 0.138 -0.068 0.039
H 1.78415 2.18922 -2.19027 -0.244 0.027 0.283 0.007
H -0.67946 1.50464 -1.66610 0.289 -0.058 0.313 0.006
H -1.24692 3.62615 2.26269 -0.011 -0.240 -0.035 0.037
H -3.56630 3.91313 2.92670 0.116 0.004 -0.184 0.001
H -6.80559 1.77489 0.32382 -0.109 0.014 0.203 0.004
H -6.43957 0.63213 1.63204 -0.086 0.163 -0.027 0.001
H -7.63570 1.93379 1.90052 0.236 -0.166 -0.242 0.000
H -5.49524 3.38928 3.85409 -0.251 0.082 -0.080 0.003
H -5.83228 4.57511 2.57106 -0.143 -0.187 0.144 0.003
H -7.12536 3.45234 3.10990 0.346 0.138 0.022 0.000
H -4.77747 1.08404 -0.09221 0.185 0.030 0.107 -0.004
H -2.43928 0.69914 -0.66912 -0.035 0.070 0.186 0.009
H 5.82454 -3.12424 3.08498 -0.101 0.120 -0.063 0.001
H 4.34969 -3.03851 2.09932 0.045 0.205 0.352 0.007
H 5.48121 -1.69678 2.08162 -0.043 -0.040 0.218 0.005
H 6.19248 -1.54742 4.94744 -0.074 0.165 -0.018 -0.001
H 5.64156 -0.09856 4.06032 0.013 -0.204 -0.053 0.001
H 4.88020 -0.54567 5.58476 0.033 0.088 -0.084 -0.001
H 4.92565 -4.26933 5.19464 -0.051 -0.138 -0.120 -0.001
H 3.24360 -4.78979 5.39357 0.050 -0.015 -0.029 0.002
H 3.90405 -4.64014 3.76411 0.131 0.033 0.095 0.000
H 4.25989 -2.27686 6.73165 -0.277 0.077 -0.129 0.002
H 2.77677 -1.33952 6.28518 0.370 -0.355 -0.121 -0.010
H 2.67850 -3.05431 6.73261 0.015 0.194 -0.121 0.004
C 0.61278 -4.23114 -0.93537 0.568 -0.918 0.849 0.004
C 0.22209 -4.02971 0.44644 0.943 -1.030 -0.072 0.004
C 1.43069 -3.91727 1.23878 -0.022 -1.109 -0.722 0.051
C 2.56892 -4.02635 0.34259 -1.093 -1.104 -0.029 -0.012
C 2.06195 -4.22511 -1.00030 -0.497 -0.924 1.061 -0.012
Fe 1.35649 -2.55482 -0.21158 0.420 0.392 -0.479 0.063
C 2.33902 -1.25879 -1.34221 -1.038 0.652 -0.338 0.010
C 0.96078 -1.41110 -1.77382 0.587 0.731 0.067 -0.013
C 0.12111 -1.11750 -0.65974 0.160 1.943 0.127 0.133
C 0.93684 -0.60171 0.42266 0.069 -0.487 -1.704 -0.202
C 0.35099 -0.12900 1.65109 2.002 -5.255 2.136 0.901
C -0.19103 0.58028 2.75506 -0.954 0.349 2.223 0.024
C 0.55975 1.37931 3.66650 -0.114 -0.637 -0.687 0.081
C -0.08947 2.06063 4.67856 -0.380 -0.012 0.541 0.058
C -1.43490 1.81222 4.93541 -0.208 0.065 0.118 0.004
C -2.14121 0.87790 4.17582 0.041 0.379 0.451 0.002
C -1.52864 0.26693 3.11069 0.662 0.225 -0.542 0.074
C 2.32481 -0.85152 0.03760 -0.480 1.427 -0.038 0.096
H -0.06002 -4.43976 -1.76006 0.150 0.375 0.110 0.000
H -0.78504 -4.06598 0.84460 0.161 0.254 -0.150 0.000
H 1.48069 -3.92241 2.31990 -0.057 0.382 -0.230 -0.018
H 3.60837 -4.09983 0.64161 -0.236 0.311 -0.197 0.002
H 2.67284 -4.42641 -1.87604 -0.227 0.389 0.153 0.000
H 3.21187 -1.40521 -1.97460 -0.235 -0.135 0.333 0.007
H 0.59961 -1.66003 -2.76634 0.260 -0.271 0.252 0.004
H -0.95924 -1.04424 -0.60495 0.186 -0.312 -0.239 -0.013
H 0.65113 -1.18638 2.30597 0.222 1.522 -0.215 0.305
H 1.63900 1.47414 3.56365 -0.380 0.028 -0.189 -0.012
H 0.45253 2.79279 5.28731 -0.125 -0.422 -0.155 0.004
H -1.93764 2.32989 5.74692 0.060 0.006 -0.089 0.001
H -3.19171 0.68526 4.37476 0.142 -0.035 0.080 0.003
H -2.08420 -0.40357 2.46224 0.027 0.036 0.085 0.007
H 3.19649 -0.59085 0.63181 -0.276 -0.174 -0.061 -0.006
```
Forces are in eV/Å.

# 2
# C36H42ClIrN2P3

C36H42ClIrN2P3 as an isolated structure (ωB97M-V with the def2-TZVPD basis set, the OMol25 dataset).

- electronic energy (eV) = -84184.1256
- total charge = +4
- HOMO energy (alpha / beta) (Eh) = -0.7127 / -0.7127
- 2S+1 = 2
- ⟨S²⟩ = 0.776
- Kohn-Sham gap (alpha / beta) (Ha) = 0.255 / 0.176

XYZ file:
```
85
Properties=species:S:1:pos:R:3:forces:R:3:mulliken_spin:R:1
Ir -0.88581 -0.44253 -0.66636 0.175 0.262 -0.497 -0.005
C 2.77992 -0.11596 -1.43001 -0.036 0.082 -0.031 0.000
P 1.35813 -1.05622 -0.85684 -0.247 0.038 0.340 0.013
C 1.86828 -1.64991 0.81180 -0.079 -0.022 0.057 0.006
N 3.12981 -1.98917 1.01763 0.025 -0.012 -0.030 0.033
C 3.41716 -2.58116 2.18367 0.030 -0.007 -0.004 0.051
C 4.77546 -2.97386 2.47151 -0.018 -0.022 0.054 0.313
C 5.08842 -3.65850 3.66038 0.003 0.041 -0.081 0.091
C 4.09243 -3.97221 4.56795 -0.087 0.013 0.006 0.095
C 2.76065 -3.59011 4.32130 0.059 -0.001 -0.010 0.300
C 2.41078 -2.87310 3.11881 0.009 -0.017 0.028 0.040
N 1.14609 -2.47794 2.92733 -0.041 -0.016 0.042 0.034
C 0.88170 -1.83157 1.80486 0.104 0.078 -0.193 0.008
P -0.78796 -1.08772 1.54622 -0.019 -0.215 0.053 0.012
C -1.94376 -2.43349 1.89524 -0.003 0.002 -0.031 0.001
C -0.95595 0.17775 2.88356 0.044 0.063 -0.012 0.001
C -2.20798 1.01317 2.60493 -0.002 0.010 -0.003 0.000
C 0.31875 1.02815 2.87847 0.015 -0.012 0.018 0.000
C -1.12319 -0.51848 4.24238 -0.020 0.006 -0.001 0.002
C 1.12163 -2.61251 -1.83658 0.051 0.041 -0.078 0.001
C -0.16837 -3.22462 -1.27351 0.143 0.019 0.139 0.000
C 2.30201 -3.57544 -1.72438 -0.044 -0.035 0.012 -0.001
C 0.89461 -2.24419 -3.30829 0.014 0.003 -0.004 0.000
H 3.67678 -0.65945 -1.12921 -0.003 -0.004 0.024 -0.001
H 2.79006 0.87490 -0.97323 0.018 0.000 -0.011 0.000
H 2.77177 -0.02711 -2.51444 -0.005 -0.003 0.009 0.000
H 5.54471 -2.74224 1.74295 -0.003 -0.002 0.003 -0.006
H 6.11495 -3.94427 3.85480 0.002 0.004 -0.007 0.006
H 4.33139 -4.50980 5.47744 -0.010 0.000 0.002 0.006
H 1.97551 -3.81598 5.03470 0.002 0.001 -0.005 -0.004
H -1.69547 -2.88777 2.85463 0.027 0.015 0.007 0.000
H -1.89695 -3.19666 1.11946 -0.036 -0.002 -0.004 0.000
H -2.95983 -2.04016 1.94468 0.002 -0.002 0.011 0.000
H -2.15032 1.56274 1.66658 0.020 0.022 -0.014 0.000
H -2.32377 1.74053 3.41070 0.002 -0.009 0.001 0.000
H -3.11339 0.40210 2.59610 0.003 0.009 -0.010 0.000
H 0.57355 1.40614 1.88554 -0.003 0.010 -0.018 0.000
H 1.17176 0.46573 3.26287 -0.001 0.014 0.005 -0.001
H 0.18184 1.88492 3.54041 -0.016 0.004 -0.013 0.000
H -2.07658 -1.03959 4.32246 0.001 0.001 0.006 0.000
H -1.11509 0.26109 5.00662 -0.010 -0.009 0.006 0.000
H -0.31795 -1.21349 4.47053 0.011 0.004 -0.010 -0.002
H -0.07576 -3.55934 -0.23936 0.042 -0.028 -0.017 0.000
H -0.46720 -4.08503 -1.87625 -0.090 0.025 -0.003 0.000
H -1.03362 -2.51678 -1.34792 -0.107 -0.023 -0.065 0.000
H 2.50494 -3.88535 -0.70012 -0.024 -0.018 0.014 0.000
H 3.21151 -3.14899 -2.14876 0.005 0.009 0.011 0.000
H 2.06831 -4.47485 -2.29838 0.015 0.005 -0.005 0.000
H 0.02791 -1.59564 -3.45017 -0.004 -0.029 0.028 0.000
H 0.71138 -3.16572 -3.86389 0.017 -0.003 0.003 0.000
H 1.76987 -1.76928 -3.75217 -0.009 -0.008 -0.002 0.000
Cl -3.33456 -0.40645 -0.59424 -0.003 -0.075 0.193 0.000
C -3.80284 1.30482 -0.59145 -0.042 -0.018 -0.001 -0.002
C -5.13295 1.60578 -0.43678 -0.027 0.018 0.009 0.000
C -5.48846 2.95589 -0.45275 0.000 -0.007 0.003 0.000
C -4.52781 3.94255 -0.62113 0.004 -0.005 0.004 0.000
C -3.19002 3.60330 -0.77398 -0.008 0.009 0.002 0.002
C -2.80761 2.25874 -0.76381 -0.020 0.015 0.010 0.001
P -1.11879 1.77970 -1.07602 0.117 -0.195 0.056 0.001
C -0.05916 3.15666 -0.73616 0.035 0.064 -0.105 0.002
C -0.07952 3.70373 0.55695 0.006 -0.058 0.005 0.000
C 0.62427 4.86160 0.82557 0.011 0.017 0.008 0.000
C 1.33508 5.49712 -0.18905 -0.011 -0.010 0.008 0.000
C 1.32475 4.98488 -1.48013 0.004 0.010 0.010 0.000
C 0.62851 3.82173 -1.76380 -0.023 0.007 0.047 -0.001
C -0.97112 1.07310 -2.73173 -0.009 -0.013 0.026 0.002
C -2.12243 0.72580 -3.48079 0.026 0.014 0.025 -0.002
C -2.01024 0.39772 -4.81596 0.015 -0.011 -0.045 0.000
C -0.76788 0.45338 -5.44486 -0.049 -0.002 -0.002 0.000
C 0.37738 0.80780 -4.73191 0.028 0.026 0.035 0.000
C 0.28365 1.09756 -3.38938 0.003 -0.013 0.009 0.000
H -5.88060 0.83413 -0.30726 0.006 0.000 0.000 0.000
H -6.52929 3.22640 -0.33025 0.002 -0.002 -0.004 0.000
H -4.82075 4.98364 -0.63384 0.006 0.001 -0.001 0.000
H -2.44736 4.37938 -0.90633 0.002 -0.004 0.000 0.000
H -0.66504 3.24843 1.34447 -0.013 -0.033 0.011 0.000
H 0.60440 5.28512 1.82080 0.002 0.002 -0.005 0.000
H 1.87501 6.41054 0.02388 0.002 -0.003 -0.003 0.000
H 1.84185 5.50479 -2.27534 -0.002 0.002 0.001 0.000
H 0.58368 3.48075 -2.78703 0.002 -0.019 -0.014 0.000
H -3.10370 0.75718 -3.02957 -0.014 0.000 -0.009 0.000
H -2.89289 0.13516 -5.38360 -0.002 0.001 0.005 0.000
H -0.69507 0.23326 -6.50284 0.004 0.000 0.000 0.000
H 1.33298 0.86512 -5.23700 -0.004 0.004 -0.002 0.000
H 1.16341 1.39972 -2.84135 0.028 -0.004 0.002 0.000
```
Forces are in eV/Å.

> The highest electronic energy belongs to which entry?

C36H42ClIrN2P3

> Which value of electronic energy does entry 1 give?

-89488.5227 eV

> The lowest ⟨S²⟩ belongs to which entry?

C36H42ClIrN2P3